{"formula": "C27H28N4O4", "method": "ωB97M-V/def2-TZVPD", "homo_energy_ev": -7.677, "e_tot_ha": -1565.7453, "smiles": "CNC(=O)[C@H](Cc1ccc(O)cc1)NC(C)=O.Nc1cccc2c(=O)[nH]c(-c3ccccc3)cc12", "orbital_gap_ev": 7.7, "lumo_energy_ev": 0.01, "spin_multiplicity": 1, "species": ["C", "N", "C", "O", "C", "C", "C", "C", "C", "C", "O", "C", "C", "N", "C", "C", "O", "H", "H", "H", "H", "H", "H", "H", "H", "H", "H", "H", "H", "H", "H", "H", "H", "N", "C", "C", "C", "C", "C", "C", "O", "N", "C", "C", "C", "C", "C", "C", "C", "C", "C", "H", "H", "H", "H", "H", "H", "H", "H", "H", "H", "H", "H"], "xyz": [[1.05695, -0.37803, -4.04321], [1.81947, 0.52771, -3.18273], [2.19849, 0.31903, -1.91776], [2.83032, 1.18735, -1.32825], [1.80568, -0.98291, -1.19352], [0.43081, -0.79474, -0.53629], [-0.25603, -2.05621, -0.05401], [0.14694, -2.67617, 1.14487], [-0.48108, -3.85991, 1.57508], [-1.53505, -4.41199, 0.81551], [-2.15059, -5.55119, 1.22390], [-1.95807, -3.77553, -0.36876], [-1.31719, -2.60062, -0.80310], [2.80252, -1.34191, -0.17404], [3.28820, -2.54731, 0.11749], [2.91083, -3.74735, -0.73028], [4.04640, -2.69610, 1.06330], [0.89354, 0.08995, -5.01513], [1.60817, -1.30868, -4.19213], [0.08564, -0.59828, -3.59607], [2.09639, 1.42356, -3.55808], [1.72809, -1.77519, -1.93471], [0.52699, -0.10127, 0.30037], [-0.21977, -0.32726, -1.27084], [0.94509, -2.24484, 1.73506], [-0.16114, -4.33529, 2.48944], [-1.76012, -5.90117, 2.02522], [-2.77316, -4.20087, -0.93371], [-1.64853, -2.10929, -1.70697], [3.16543, -0.57999, 0.38076], [3.36153, -4.63833, -0.29653], [3.28991, -3.60585, -1.73975], [1.83006, -3.86652, -0.74677], [-3.44188, 0.13431, -0.38490], [-2.66077, 0.95414, -1.18824], [-2.81741, 0.85597, -2.57165], [-2.05058, 1.64604, -3.43192], [-1.11910, 2.54197, -2.90563], [-0.94481, 2.64776, -1.51711], [0.03422, 3.57049, -0.93232], [0.70318, 4.34341, -1.60512], [0.19815, 3.62704, 0.42875], [-0.50655, 2.81169, 1.31936], [-0.19025, 2.86562, 2.76405], [-1.08963, 2.40452, 3.74700], [-0.75643, 2.44338, 5.10560], [0.47892, 2.95185, 5.51061], [1.37945, 3.42282, 4.55420], [1.04867, 3.37782, 3.19621], [-1.45925, 1.94728, 0.80119], [-1.71501, 1.85027, -0.64912], [-3.46656, 0.33043, 0.61239], [-4.24368, -0.33134, -0.80344], [-3.54125, 0.16252, -2.98574], [-2.18313, 1.57226, -4.50731], [-0.52309, 3.16308, -3.57046], [0.91189, 4.26142, 0.76506], [-2.06719, 2.02235, 3.47560], [-1.46291, 2.08316, 5.84772], [0.73788, 2.98277, 6.56526], [2.34247, 3.81769, 4.86498], [1.78639, 3.72726, 2.48119], [-1.98842, 1.27729, 1.46537]]}

=====

{"formula": "C59H50I2O5P2S3Ta", "method": "ωB97M-V/def2-TZVPD", "homo_energy_ev": -14.192, "e_tot_ha": -5183.3720, "orbital_gap_ev": 6.3, "total_charge": 3, "lumo_energy_ev": -7.94, "spin_multiplicity": 1, "species": ["Ta", "O", "C", "C", "C", "C", "C", "C", "P", "C", "C", "C", "C", "C", "C", "C", "C", "C", "C", "C", "C", "C", "C", "C", "C", "C", "C", "P", "C", "C", "C", "C", "C", "C", "C", "C", "C", "C", "C", "C", "H", "H", "H", "H", "H", "H", "H", "H", "H", "H", "H", "H", "H", "H", "H", "H", "H", "H", "H", "H", "H", "H", "H", "H", "H", "H", "H", "H", "O", "H", "H", "I", "I", "O", "C", "C", "C", "C", "C", "S", "C", "C", "C", "C", "S", "C", "C", "C", "C", "S", "H", "H", "H", "H", "H", "H", "H", "H", "H", "C", "C", "C", "C", "C", "C", "C", "C", "C", "C", "O", "O", "H", "H", "H", "H", "H", "H", "H", "H", "H", "H", "H"], "xyz": [[10.94259, 12.96004, 14.69754], [9.98538, 12.16788, 16.65701], [8.76767, 12.84428, 17.05834], [7.79025, 12.11574, 17.64429], [6.76710, 12.68117, 18.34470], [6.61436, 14.07600, 18.28643], [7.48979, 14.77984, 17.48962], [8.62790, 14.22763, 16.91753], [9.52654, 15.03400, 15.62569], [10.56729, 16.29801, 16.23156], [10.56204, 16.73635, 17.58071], [11.45197, 17.77276, 17.92703], [12.37360, 18.29309, 17.06627], [12.29296, 17.92836, 15.73003], [11.44169, 16.91153, 15.30640], [8.18639, 15.86556, 14.60367], [8.44202, 17.11533, 14.08699], [7.37644, 17.83059, 13.55064], [6.11850, 17.32985, 13.63186], [5.89157, 16.00812, 14.09219], [6.91566, 15.26827, 14.57429], [10.72220, 11.60243, 17.75628], [10.42370, 11.90758, 19.03573], [11.15583, 11.26157, 20.07134], [12.12209, 10.40312, 19.80086], [12.47499, 10.22302, 18.46936], [11.86721, 10.84184, 17.42300], [12.16978, 10.63789, 15.67486], [13.86231, 10.50692, 15.24331], [14.81896, 10.96602, 16.13846], [16.10140, 11.15256, 15.68032], [16.44592, 11.04851, 14.35920], [15.49189, 10.60164, 13.43772], [14.20186, 10.31664, 13.90475], [11.33284, 9.04367, 15.23798], [9.91228, 8.93788, 15.10590], [9.33787, 7.80285, 14.55797], [10.20458, 6.79488, 14.08457], [11.56653, 6.93529, 14.14513], [12.11875, 8.05528, 14.72776], [7.95389, 11.03357, 17.69206], [6.13697, 12.07083, 18.96962], [5.89855, 14.49040, 18.88505], [7.35329, 15.83006, 17.20653], [9.92081, 16.37114, 18.36243], [11.39079, 18.12055, 19.00826], [13.07786, 19.01656, 17.38320], [12.84286, 18.43222, 14.98432], [11.43028, 16.66683, 14.18735], [9.46606, 17.50162, 14.16777], [7.49955, 18.82736, 13.17909], [5.28774, 17.98998, 13.22921], [4.86547, 15.59565, 13.92908], [6.84246, 14.22061, 14.83881], [9.57601, 12.56430, 19.33452], [10.76995, 11.33868, 21.05527], [12.70219, 9.78486, 20.53559], [13.36491, 9.59739, 18.25944], [14.60263, 11.12936, 17.17112], [16.88667, 11.57156, 16.41405], [17.51338, 11.04740, 14.03628], [15.71464, 10.40567, 12.40097], [13.32456, 10.14899, 13.24567], [9.26532, 9.77844, 15.50131], [8.30818, 7.81198, 14.56164], [9.95536, 5.84327, 13.61756], [12.22035, 6.14983, 13.66289], [13.20444, 8.24109, 14.77760], [12.12783, 13.69746, 16.40296], [12.81838, 14.26478, 16.03417], [12.02749, 13.85052, 17.36591], [11.35003, 13.71155, 6.92544], [11.24474, 15.03752, 9.17105], [12.10636, 13.91887, 13.96400], [18.07393, 17.47416, 10.03612], [17.93842, 16.30696, 9.12529], [18.74171, 16.18591, 7.99473], [18.39015, 14.99498, 7.31042], [17.35594, 14.24619, 7.80632], [16.72430, 15.02157, 9.18496], [18.35584, 17.28830, 11.48479], [18.68284, 18.19245, 12.41878], [19.17531, 17.61212, 13.63235], [19.20890, 16.25342, 13.54867], [18.64096, 15.68393, 12.04847], [18.09742, 18.66858, 9.30686], [17.62652, 18.78508, 7.98715], [17.97826, 19.99160, 7.41590], [18.69953, 20.79608, 8.27403], [18.88325, 20.15152, 9.78107], [19.65131, 16.76474, 7.71225], [18.90742, 14.68799, 6.40771], [16.92207, 13.38221, 7.29729], [18.76028, 19.23756, 12.27989], [19.56291, 18.09376, 14.47560], [19.56450, 15.59840, 14.27044], [16.97898, 18.06084, 7.49467], [17.82300, 20.15162, 6.36611], [19.13585, 21.76786, 8.11950], [7.85532, 10.58538, 7.46474], [8.55047, 11.03005, 8.82237], [7.98555, 12.06972, 9.49312], [8.45159, 12.54191, 10.67778], [7.90079, 13.77540, 11.35738], [9.49176, 11.81100, 11.29371], [10.13040, 10.74264, 10.64165], [11.26902, 9.99769, 11.19538], [9.66067, 10.43271, 9.33714], [9.89581, 12.02813, 12.68577], [9.32814, 12.87418, 13.53097], [10.93148, 11.53100, 13.21855], [7.49317, 9.55664, 7.56347], [8.68315, 10.55133, 6.79614], [7.06496, 11.21234, 7.09741], [7.10614, 12.52905, 9.06084], [7.31252, 14.32754, 10.63074], [8.72022, 14.43932, 11.61219], [7.39163, 13.55215, 12.29261], [11.04074, 9.53328, 12.17995], [12.17735, 10.53059, 11.23537], [11.51408, 9.14681, 10.54208], [10.27228, 9.76978, 8.75941]]}

=====

{"formula": "C7H14O", "method": "ωB97M-V/def2-TZVPD", "homo_energy_ev": -9.420, "e_tot_ha": -350.2821, "smiles": "C=C/C=C/CCC.O", "orbital_gap_ev": 10.4, "lumo_energy_ev": 0.96, "spin_multiplicity": 1, "species": ["C", "C", "C", "C", "C", "C", "C", "H", "H", "H", "H", "H", "H", "H", "H", "H", "H", "H", "H", "O", "H", "H"], "xyz": [[-0.84669, 2.57658, -1.36443], [0.02405, 2.34869, -0.38578], [0.94393, 1.17699, -0.32621], [0.63262, -0.09802, -0.15406], [1.55670, -1.30785, -0.33299], [0.82662, -2.62939, -0.40168], [0.32290, -3.06751, 1.03955], [-1.10939, 1.95089, -2.19535], [-1.44902, 3.48989, -1.36188], [0.21871, 3.09140, 0.35792], [1.94967, 1.57120, -0.56564], [-0.44463, -0.30210, -0.05130], [2.03677, -1.13986, -1.31875], [2.29507, -1.26775, 0.46822], [-0.08232, -2.65303, -0.98063], [1.51354, -3.39453, -0.74672], [0.29605, -2.27546, 1.78833], [1.04472, -3.80737, 1.37803], [-0.72719, -3.35513, 0.88208], [-2.68600, 1.29614, 1.36761], [-2.67559, 2.23612, 1.61300], [-1.79205, 1.15547, 1.01267]]}

=====

{"formula": "C3H4N2O", "method": "ωB97M-V/def2-TZVPD", "homo_energy_ev": -8.697, "e_tot_ha": -301.3920, "smiles": "Nc1cnoc1", "orbital_gap_ev": 9.5, "lumo_energy_ev": 0.84, "spin_multiplicity": 1, "species": ["N", "C", "C", "N", "O", "C", "H", "H", "H", "H"], "xyz": [[2.06283, -0.00286, 0.03472], [0.70975, -0.12553, -0.01395], [-0.11451, 1.04778, 0.03473], [-1.39310, 0.76606, -0.05676], [-1.50748, -0.55544, -0.00172], [-0.20375, -1.08140, -0.00489], [2.44304, 0.96331, -0.15078], [2.61792, -0.81719, -0.23746], [0.10619, 2.06941, 0.23256], [-0.14432, -2.15944, 0.22837]]}

=====

{"formula": "C4H7N2O", "method": "ωB97M-V/def2-TZVPD", "homo_energy_ev": -14.263, "e_tot_ha": -341.0075, "orbital_gap_ev": 9.4, "total_charge": 1, "lumo_energy_ev": -4.88, "spin_multiplicity": 1, "species": ["C", "C", "C", "C", "N", "N", "O", "H", "H", "H", "H", "H", "H", "H"], "xyz": [[-0.17162, 1.33610, -0.00636], [1.85997, -0.09113, 0.00149], [0.29285, -1.24202, -0.03506], [-1.39788, -0.89768, 0.11955], [1.17744, 1.12922, 0.03606], [-1.26446, 0.57926, 0.02472], [2.96287, -0.50216, 0.00397], [-0.39144, 2.40187, -0.12327], [0.30332, -1.35815, -1.13461], [0.56384, -2.01698, 0.61439], [-1.95528, -1.44451, -0.67942], [-1.60442, -1.24640, 1.18365], [1.73775, 2.06080, 0.12392], [-2.11293, 1.29179, -0.12903]]}

=====

{"formula": "C3H7NO", "method": "ωB97M-V/def2-TZVPD", "homo_energy_ev": -8.891, "e_tot_ha": -248.3970, "smiles": "N[C@@H]1C[C@H]1O", "orbital_gap_ev": 9.8, "lumo_energy_ev": 0.89, "spin_multiplicity": 1, "species": ["N", "C", "C", "C", "O", "H", "H", "H", "H", "H", "H", "H"], "xyz": [[1.94177, -0.35553, 0.16094], [0.64338, -0.07770, -0.27653], [-0.27289, 1.35057, -0.10963], [-0.63194, -0.10966, 0.52801], [-1.72807, -0.62435, -0.13679], [2.49080, 0.10869, -0.50756], [2.15729, -1.40287, 0.06809], [0.25612, -0.39177, -1.33449], [-0.74290, 1.58669, -1.12767], [-0.04062, 2.12314, 0.74814], [-0.72458, -0.00753, 1.71042], [-1.59528, -1.51206, -0.44033]]}